{"formula": "C23H60O23PbS7", "method": "ωB97M-V/def2-TZVPD", "symbols": ["Pb", "O", "C", "C", "O", "H", "H", "H", "H", "O", "S", "O", "O", "C", "C", "C", "H", "H", "H", "H", "H", "H", "H", "H", "O", "S", "O", "O", "C", "C", "C", "H", "H", "H", "H", "H", "H", "H", "H", "O", "S", "O", "O", "C", "C", "C", "H", "H", "H", "H", "H", "H", "H", "H", "O", "S", "O", "O", "C", "C", "C", "H", "H", "H", "H", "H", "H", "H", "H", "O", "S", "O", "O", "C", "C", "C", "H", "H", "H", "H", "H", "H", "H", "H", "O", "S", "O", "O", "C", "C", "C", "H", "H", "H", "H", "H", "H", "H", "H", "O", "S", "O", "O", "C", "C", "C", "H", "H", "H", "H", "H", "H", "H", "H"], "positions_angstrom": [[-12.456323, 12.765285, -3.975215], [-13.953542, 11.706651, -5.648399], [-14.890650, 12.311315, -6.496330], [-16.027874, 11.324337, -6.957353], [-15.570665, 10.125505, -7.491891], [-14.400613, 12.748112, -7.384601], [-15.283855, 13.289740, -6.159919], [-16.679131, 11.928591, -7.616447], [-16.704679, 11.100107, -6.107171], [-12.196724, 10.280884, -7.730405], [-11.385513, 11.479529, -7.751319], [-11.071132, 12.236600, -6.547380], [-9.922786, 11.001557, -8.312252], [-8.852281, 11.914028, -8.293850], [-7.536242, 11.430251, -8.891691], [-11.893001, 12.424945, -9.201225], [-8.616331, 12.315510, -7.310086], [-9.157874, 12.740739, -8.945076], [-7.675825, 11.050443, -9.906399], [-7.100403, 10.571230, -8.370170], [-6.660323, 12.078072, -8.932143], [-11.784738, 13.449771, -8.840666], [-12.949529, 12.228934, -9.371698], [-11.239686, 12.191072, -10.035185], [-13.784779, 15.268349, -7.111651], [-12.533348, 15.726627, -6.583950], [-11.921975, 15.012262, -5.480023], [-11.455423, 15.749662, -7.795635], [-10.099096, 16.129549, -7.553941], [-9.919533, 17.611570, -7.938208], [-12.829810, 17.461982, -6.243738], [-9.440827, 15.471441, -8.119998], [-9.741053, 15.973499, -6.536396], [-10.264701, 18.318956, -7.182710], [-10.494014, 17.858187, -8.831957], [-8.873499, 17.859453, -8.120858], [-13.002155, 17.862233, -7.242549], [-12.197279, 17.905699, -5.482910], [-13.874297, 17.405691, -5.924933], [-14.276908, 14.518645, -3.333733], [-15.563633, 15.172254, -3.320323], [-15.812722, 16.211853, -4.289961], [-16.694732, 14.005734, -3.477266], [-18.042549, 14.516049, -3.592109], [-18.855722, 13.386061, -4.137583], [-15.908349, 15.726819, -1.579819], [-18.090421, 15.404893, -4.225732], [-18.445225, 14.969359, -2.680200], [-18.312722, 12.887160, -4.937812], [-19.843655, 13.761653, -4.416792], [-19.206547, 12.710808, -3.352938], [-15.147177, 16.454678, -1.303789], [-15.726872, 14.847794, -0.964444], [-16.899589, 16.162572, -1.659382], [-11.165074, 13.869371, 0.380052], [-11.266117, 12.525778, -0.167525], [-11.621760, 12.416064, -1.554571], [-9.805211, 11.748492, 0.063046], [-9.804833, 10.520682, -0.729720], [-8.633290, 9.697275, -0.331545], [-12.441750, 11.525143, 0.884146], [-9.770391, 10.662325, -1.812800], [-10.768180, 10.013556, -0.630258], [-7.790448, 10.040946, -0.932850], [-8.817315, 8.659599, -0.608113], [-8.412876, 9.812631, 0.728366], [-13.204458, 12.217628, 1.229626], [-11.851528, 11.195128, 1.738320], [-12.726387, 10.668121, 0.279598], [-16.085537, 12.246389, -0.613362], [-15.540321, 11.429373, -1.674331], [-14.463185, 11.908625, -2.516407], [-15.085978, 10.000852, -1.055343], [-15.732207, 9.583896, 0.188010], [-16.134196, 8.134295, -0.124246], [-16.702253, 10.784564, -2.869436], [-16.581913, 10.229602, 0.406830], [-15.072755, 9.755694, 1.040382], [-16.662238, 8.302090, -1.063386], [-16.740579, 7.634995, 0.627604], [-15.275425, 7.515136, -0.379475], [-16.177590, 9.879593, -3.173781], [-16.862248, 11.461320, -3.704920], [-17.639639, 10.448431, -2.425451], [-9.858697, 12.898839, -4.022389], [-8.569469, 13.453125, -4.451717], [-8.524081, 14.090764, -5.732349], [-7.969999, 14.487473, -3.332807], [-8.426028, 14.234847, -2.012363], [-7.657663, 14.985560, -0.949229], [-7.395849, 12.078851, -4.266595], [-8.359661, 13.208388, -1.636626], [-9.466119, 14.554970, -2.030635], [-7.803040, 16.046962, -1.176005], [-6.588072, 14.791872, -1.050091], [-7.938546, 14.898248, 0.097809], [-6.423287, 12.540844, -4.438063], [-7.593929, 11.428750, -5.116030], [-7.514395, 11.760667, -3.235858], [-11.498328, 15.227653, -2.801658], [-11.472111, 16.594129, -2.298209], [-10.333229, 17.422397, -2.584279], [-12.799358, 17.378832, -2.854590], [-12.794688, 18.790989, -2.670543], [-14.265736, 19.199153, -2.709972], [-11.894668, 16.675580, -0.483248], [-12.275187, 19.210851, -3.533944], [-12.280810, 19.166463, -1.784712], [-14.557394, 19.379972, -3.745863], [-14.481432, 20.150523, -2.224019], [-14.898119, 18.395774, -2.340010], [-11.051072, 16.516568, 0.185498], [-12.591045, 15.852332, -0.337344], [-12.351471, 17.601710, -0.136959]], "forces_ev_per_a": [[-2.4, -0.9, -3.4], [1.2, 1.4, 2.0], [0.0, -0.2, -0.5], [1.6, -1.7, -0.5], [-0.7, 1.9, 0.4], [0.3, -0.7, -0.6], [-0.6, -0.1, 0.9], [-0.2, 0.4, -0.5], [-0.2, 0.2, 0.9], [1.7, 1.8, 0.3], [-0.8, -2.6, -0.3], [-0.4, 0.0, -1.1], [0.3, -1.1, 0.3], [1.0, 1.8, -0.6], [0.2, -2.1, -0.5], [-0.1, 0.9, 1.6], [-0.6, -0.1, 0.2], [0.0, 0.4, 0.3], [-0.1, 0.2, -0.1], [-0.4, -0.2, 0.3], [-0.7, 0.9, 0.2], [0.0, 0.2, -0.6], [0.1, -0.2, 0.0], [-0.1, -0.1, 0.1], [1.2, 0.2, -0.2], [-0.1, -0.6, -0.1], [-0.3, 0.8, -0.5], [-1.0, -0.4, 0.7], [0.9, 1.2, 0.2], [0.0, -0.1, -0.1], [-1.2, -1.2, -0.2], [-0.4, 0.0, -0.4], [-0.7, -0.1, 0.2], [0.0, -0.3, 0.3], [0.1, -0.2, -0.2], [0.0, -0.2, 0.0], [1.0, 0.6, 0.1], [0.3, 0.2, -0.5], [0.1, 0.0, 0.7], [-0.9, 0.5, 0.2], [-0.2, -0.4, 0.1], [0.0, -0.4, 1.0], [1.2, 1.7, 0.6], [-0.6, 0.8, -0.4], [-1.3, 0.1, 0.7], [0.9, -0.3, -1.8], [0.5, -0.4, -0.7], [0.3, -0.8, 0.6], [-0.3, -0.1, -0.1], [0.3, 0.3, -0.8], [0.8, -0.4, 0.1], [-0.1, 0.2, -0.3], [-0.7, -0.1, 0.0], [0.0, -0.1, 0.6], [0.3, -1.8, -0.2], [0.3, 0.7, 1.3], [0.3, -0.5, 1.0], [-2.1, 0.7, -1.0], [-0.7, -0.4, -0.5], [0.5, 0.0, -0.1], [1.8, 0.6, -0.6], [0.1, 0.9, 0.1], [0.1, -0.1, 0.6], [0.3, -0.1, 0.3], [0.1, 0.0, 0.2], [0.0, -0.3, 0.0], [-0.3, -0.2, -0.4], [0.0, 0.0, 0.0], [-0.5, 0.2, 0.0], [0.4, -0.2, -0.5], [-0.2, -0.5, -1.8], [-0.5, -0.5, 1.8], [0.3, 1.4, 0.7], [-0.1, -0.6, 0.1], [0.2, 0.9, -0.3], [-0.1, -0.4, 0.5], [-0.2, -0.2, -0.3], [0.4, -0.3, -0.2], [-0.5, -0.7, 0.1], [-0.1, 0.2, 0.0], [0.1, 0.1, 0.2], [0.0, 0.2, -0.5], [0.3, 0.0, 0.0], [0.0, 0.3, 0.3], [2.1, 1.0, 0.0], [-1.2, -0.9, 0.7], [0.7, -0.1, 0.9], [0.2, -0.9, -1.4], [-1.3, -0.3, 2.2], [0.8, 1.9, -1.2], [-0.1, 2.0, -0.9], [-0.2, -0.4, -1.1], [0.0, -0.4, 0.4], [0.3, 0.1, 0.1], [0.0, -0.1, 0.1], [-0.4, -0.8, -0.2], [0.1, -0.1, 0.2], [-0.3, -0.5, 0.5], [0.0, -0.6, -0.3], [-0.3, 2.2, 1.3], [-0.7, 0.0, 0.4], [-0.2, -0.3, 0.2], [1.2, -1.7, 0.6], [-0.6, 1.1, -0.7], [0.0, 0.4, -0.7], [0.1, -0.7, -0.5], [0.1, 0.2, 0.2], [0.0, -0.6, 0.2], [-0.1, -0.3, -0.1], [0.2, -0.2, 0.4], [0.0, 0.2, 0.2], [0.4, -0.3, -0.5], [0.0, 0.0, 0.0], [0.0, 0.2, -0.8]], "total_charge": 0, "orbital_gap_ev": 3.03, "de_lowest_kj_mol": 157.79, "homo_energy_ev": -3.29}

{"formula": "C23H61F5InO16S3", "method": "ωB97M-V/def2-TZVPD", "symbols": ["O", "S", "O", "C", "In", "O", "C", "C", "C", "C", "S", "O", "O", "O", "S", "O", "O", "C", "F", "F", "C", "F", "F", "F", "H", "H", "H", "H", "H", "H", "H", "H", "H", "H", "H", "H", "H", "C", "C", "O", "H", "H", "H", "H", "H", "H", "C", "C", "O", "H", "H", "H", "H", "H", "H", "C", "C", "O", "H", "H", "H", "H", "H", "H", "C", "C", "O", "H", "H", "H", "H", "H", "H", "C", "C", "O", "H", "H", "H", "H", "H", "H", "C", "C", "O", "H", "H", "H", "H", "H", "H", "C", "C", "O", "H", "H", "H", "H", "H", "H", "C", "C", "O", "H", "H", "H", "H", "H", "H"], "positions_angstrom": [[4.328794, 0.826471, 0.632855], [4.476811, 1.721405, 1.756197], [5.203863, 2.958988, 1.555049], [2.961497, 2.016803, 2.526673], [1.193803, 1.494429, 1.289893], [1.004726, 2.891798, -0.182079], [1.070506, -0.506966, 0.414178], [2.102186, -1.534157, 0.883270], [2.318567, -1.652177, 2.384795], [1.074537, -2.140069, 3.132075], [1.356036, -2.340238, 4.872432], [1.978954, -3.628444, 5.084609], [0.190612, -1.975296, 5.621018], [2.494772, -1.256596, 5.163942], [-0.843651, 1.809243, 2.844484], [-1.227477, 0.547153, 3.474277], [-0.605466, 2.936594, 3.742700], [-2.403753, 2.385521, 1.915790], [-2.015205, 3.064679, 0.815923], [-3.125558, 3.202407, 2.704331], [-3.311489, 1.233643, 1.466533], [-2.611170, 0.311646, 0.816301], [-3.951820, 0.669554, 2.464749], [-4.277709, 1.669920, 0.632757], [5.158017, 1.052287, 2.721144], [2.943656, 3.081850, 2.767439], [2.915015, 1.477962, 3.475871], [0.720445, 2.446356, -0.986729], [0.046542, -0.875510, 0.531424], [1.215755, -0.332637, -0.655492], [1.786156, -2.529373, 0.531078], [3.058144, -1.337049, 0.395365], [3.112286, -2.387888, 2.549619], [2.677079, -0.727869, 2.833996], [0.848356, -3.162223, 2.819110], [0.202271, -1.500427, 2.987465], [3.263994, -1.752372, 5.486918], [-6.649050, 0.913993, -3.032266], [-7.604837, 1.070153, -1.866048], [-7.005603, 0.712043, -0.623709], [-6.285073, -0.112792, -3.092885], [-7.138958, 1.176346, -3.970058], [-5.781279, 1.565608, -2.908241], [-8.464364, 0.409586, -1.983681], [-7.973403, 2.099799, -1.820199], [-6.245508, 1.286029, -0.480725], [-9.885898, 2.628219, -6.444128], [-9.839253, 2.771475, -4.934283], [-8.611149, 3.330698, -4.481559], [-9.058342, 2.009043, -6.791168], [-10.823365, 2.172507, -6.765957], [-9.797592, 3.604113, -6.927524], [-9.913357, 1.795388, -4.455646], [-10.678622, 3.381627, -4.583562], [-8.516728, 4.204893, -4.872009], [-7.061780, 0.020962, 2.932280], [-7.093713, -1.279012, 2.158745], [-8.197607, -1.356560, 1.252190], [-7.979826, 0.157079, 3.505953], [-6.212098, 0.053322, 3.613475], [-6.975787, 0.862190, 2.240407], [-7.198021, -2.129459, 2.832172], [-6.165967, -1.404454, 1.593093], [-8.103693, -0.627259, 0.626811], [7.727072, 4.499138, -0.178795], [8.054443, 3.721834, -1.435577], [8.688861, 2.476104, -1.135934], [8.633442, 4.692206, 0.398107], [7.253105, 5.452410, -0.417702], [7.039648, 3.936180, 0.453956], [8.752632, 4.267922, -2.069742], [7.145317, 3.534775, -2.014897], [8.080840, 1.965693, -0.588123], [12.151278, 0.101671, -1.687226], [10.874914, -0.717548, -1.748622], [9.986252, -0.408992, -0.684965], [12.659495, -0.061054, -0.736033], [12.830526, -0.167134, -2.498433], [11.924430, 1.166786, -1.767336], [11.097394, -1.780637, -1.655155], [10.372454, -0.562738, -2.710016], [9.767314, 0.526679, -0.760552], [7.116729, -4.109544, 3.205658], [5.987100, -3.610462, 2.324144], [5.576288, -2.291402, 2.665849], [6.816573, -4.087491, 4.253848], [7.395983, -5.131126, 2.943293], [8.000133, -3.475848, 3.096161], [5.102693, -4.235236, 2.446616], [6.281891, -3.644513, 1.270147], [6.329783, -1.703956, 2.549300], [0.657765, 0.052614, -4.945007], [0.602158, 0.167985, -3.432114], [1.828822, 0.624131, -2.877683], [1.461236, -0.622126, -5.242396], [-0.284661, -0.325356, -5.345169], [0.855034, 1.026752, -5.399182], [0.417615, -0.806425, -2.981076], [-0.215766, 0.834301, -3.133476], [2.015953, 1.499518, -3.231245], [-5.689852, -4.254548, 0.274343], [-6.951221, -4.879861, -0.287575], [-8.057431, -4.724350, 0.594531], [-5.436267, -4.695326, 1.238762], [-4.841226, -4.374666, -0.400977], [-5.862203, -3.188460, 0.425105], [-6.823932, -5.952462, -0.434229], [-7.192368, -4.433463, -1.259436], [-8.199455, -3.776934, 0.727415]], "forces_ev_per_a": [[0.1, 0.0, 0.2], [0.1, 0.2, -0.2], [-0.1, -0.2, 0.0], [-0.6, 0.6, 0.4], [0.6, -0.4, -1.0], [-0.1, 0.1, 0.1], [-0.1, 0.1, 0.1], [-0.3, -0.3, -0.2], [0.2, -0.5, 0.1], [0.1, 0.1, -0.3], [-0.5, -0.4, 0.2], [-0.1, 0.4, 0.0], [0.5, -0.2, -0.3], [0.1, 0.0, 0.4], [0.2, 0.3, 0.7], [-0.1, 0.0, -0.2], [-0.1, 0.0, -0.2], [0.0, -0.1, 0.1], [0.0, 0.0, 0.1], [0.0, 0.0, -0.1], [-0.2, 0.0, -0.1], [0.3, -0.2, -0.2], [0.0, -0.3, 0.8], [-0.1, 0.4, -0.5], [0.1, -0.2, -0.1], [0.0, -0.1, 0.0], [0.1, -0.2, -0.1], [0.1, 0.0, 0.1], [0.0, 0.0, 0.1], [0.0, 0.1, 0.1], [0.1, 0.0, 0.0], [0.0, 0.1, 0.2], [0.0, 0.1, 0.1], [-0.1, 0.1, -0.2], [-0.2, 0.1, 0.0], [0.0, 0.1, 0.2], [0.0, 0.1, -0.1], [0.1, -0.1, 0.0], [0.1, 0.1, -0.1], [-0.1, -0.1, 0.0], [0.0, 0.0, 0.0], [0.0, 0.1, 0.0], [0.0, 0.0, 0.0], [0.0, 0.0, 0.0], [-0.1, 0.0, 0.0], [0.1, -0.1, 0.1], [0.1, 0.0, 0.0], [0.0, 0.1, 0.0], [0.0, 0.0, 0.0], [0.0, 0.0, 0.0], [0.0, 0.0, 0.0], [0.0, 0.0, 0.0], [0.0, 0.0, 0.0], [0.0, -0.1, 0.0], [0.0, 0.0, 0.0], [-0.1, 0.1, -0.1], [-0.1, 0.0, -0.2], [-0.1, -0.2, 0.2], [0.0, -0.1, 0.0], [0.0, 0.0, 0.0], [0.1, 0.0, 0.0], [0.0, 0.0, 0.0], [0.1, 0.0, 0.1], [0.2, 0.1, -0.1], [0.1, 0.0, 0.1], [-0.1, 0.0, 0.1], [0.1, -0.2, 0.1], [0.0, 0.0, -0.1], [0.0, 0.0, 0.0], [-0.1, 0.0, 0.0], [0.0, 0.0, 0.0], [0.0, 0.0, 0.0], [-0.1, 0.1, 0.0], [0.0, 0.0, 0.1], [-0.1, 0.1, 0.0], [0.1, 0.0, 0.0], [0.0, 0.0, 0.0], [0.0, 0.0, 0.0], [0.0, 0.0, 0.0], [0.0, 0.0, 0.0], [0.0, 0.0, 0.0], [0.0, 0.1, 0.0], [0.0, 0.1, 0.1], [0.1, 0.1, 0.0], [0.1, 0.0, 0.2], [0.0, 0.0, 0.0], [0.0, 0.0, 0.0], [0.0, 0.0, 0.0], [0.0, 0.0, 0.0], [0.0, -0.1, 0.0], [0.0, 0.0, -0.1], [0.1, 0.0, 0.0], [0.0, 0.1, 0.0], [-0.1, -0.1, -0.1], [0.0, 0.0, 0.0], [0.0, 0.0, 0.0], [0.0, 0.0, 0.0], [0.0, 0.0, 0.0], [0.0, -0.1, 0.0], [0.0, 0.0, 0.1], [-0.1, 0.0, 0.0], [-0.1, 0.1, 0.1], [0.1, 0.0, 0.0], [0.0, 0.0, 0.0], [0.0, 0.0, 0.0], [0.1, 0.0, 0.0], [0.0, 0.0, 0.0], [0.1, -0.1, -0.1], [0.0, 0.0, 0.0]], "total_charge": -1, "orbital_gap_ev": 7.93, "homo_energy_ev": -6.12}